Record 1
{"formula": "C6H9N", "method": "wB97M-V/def2-TZVPD", "elements": ["H", "C", "H", "H", "H", "H", "H", "C", "C", "H", "H", "H", "C", "C", "N", "C"], "positions_angstrom": [[-1.233277, -0.522373, 2.056841], [-0.281884, 1.098410, -0.667682], [0.470485, -0.755335, -1.990544], [-1.329689, 1.191986, -0.512210], [1.734518, -1.198964, 0.418177], [-0.874657, -0.649593, -1.657003], [-0.048068, -1.798162, 1.052251], [0.175847, 0.282922, 0.529392], [-0.158479, 0.148180, -1.877004], [-0.348874, 0.684343, -2.845049], [0.217596, 2.063786, -0.742236], [1.471472, 1.035281, 2.314329], [-0.562389, 0.232956, 1.724478], [0.510720, 1.002436, 1.838422], [-0.429551, -1.735024, -0.032447], [0.686234, -1.080844, 0.390286]], "atomic_forces_ev_per_a": [[-0.82, 0.21, 0.85], [1.19, -2.41, -0.45], [1.96, 1.64, 0.03], [-0.89, 0.83, -0.14], [1.49, -1.52, 0.24], [-1.75, 0.80, -0.52], [-0.68, -1.65, 1.69], [1.80, 3.26, 0.30], [-1.09, -0.20, -1.44], [0.15, -0.93, 0.79], [0.10, -0.20, -0.07], [-0.21, 0.89, 0.83], [0.31, 1.82, 2.26], [-0.49, -2.17, -0.32], [2.60, -2.30, 0.00], [-3.66, 1.94, -4.07]], "lumo_energy_ev": 0.08, "spin_multiplicity": 1, "de_lowest_kj_mol": 951.0, "total_charge": 0}

---

Record 2
{"formula": "C6H9N", "method": "wB97M-V/def2-TZVPD", "elements": ["H", "C", "C", "H", "C", "H", "H", "C", "H", "C", "N", "H", "H", "H", "H", "C"], "positions_angstrom": [[0.054721, -1.715780, 1.146903], [-2.062400, -0.083655, -0.294436], [1.758589, 0.448662, -0.635254], [2.572468, 1.060266, -0.948038], [-0.538040, -0.131108, -0.484393], [-2.456362, -1.118943, -0.065722], [0.260823, 2.207225, -0.055187], [1.751924, -0.782285, -0.186373], [2.591867, -1.497766, -0.090179], [0.428494, 1.062971, -0.013843], [0.492191, 0.487018, 1.275290], [-2.184814, 0.501659, 0.663092], [-0.361700, 0.494889, 1.833661], [-0.187165, -0.519994, -1.528236], [-2.485851, 0.452229, -1.109171], [0.365252, -0.865390, 0.491881]], "atomic_forces_ev_per_a": [[0.32, 0.46, -0.90], [1.72, -0.48, 2.70], [-0.51, 1.88, 1.13], [0.40, 0.13, -0.57], [0.49, -0.62, -3.42], [0.16, 1.19, -0.77], [0.13, -1.95, -0.35], [0.08, -1.54, 0.57], [-0.87, 0.43, -0.37], [-0.40, 1.01, -2.59], [0.31, -2.28, 2.84], [-0.44, -0.42, -0.91], [-0.19, 0.79, -0.33], [-1.46, 0.85, 1.31], [-0.75, 0.07, -0.56], [1.03, 0.48, 2.20]], "lumo_energy_ev": 1.13, "spin_multiplicity": 1, "de_lowest_kj_mol": 360.8, "total_charge": 0}

---

Record 3
{"formula": "C6H9N", "method": "wB97M-V/def2-TZVPD", "elements": ["H", "H", "H", "H", "C", "C", "H", "H", "C", "N", "H", "H", "C", "C", "H", "C"], "positions_angstrom": [[-2.861913, 0.179305, -0.010996], [-2.721124, -1.546476, -0.419282], [2.494341, 1.728804, 0.356705], [0.370760, -0.334132, -1.850792], [0.919006, -0.386046, 1.374185], [0.294965, -0.437856, -0.776044], [1.029913, 1.769852, -0.592146], [1.417765, -0.418840, 2.336269], [1.942390, 1.187829, -0.402003], [-0.432874, -0.631563, 1.284670], [-1.055273, -0.672313, 2.074369], [-2.210362, -0.294812, -1.572939], [-0.830884, -0.588876, -0.033547], [1.384298, -0.159146, 0.092271], [2.498003, 1.176212, -1.345487], [-2.239012, -0.571945, -0.515233]], "atomic_forces_ev_per_a": [[0.20, -0.18, 0.04], [-0.13, 0.03, -0.02], [0.40, -0.01, 0.08], [-0.28, 0.16, 0.10], [-0.11, 0.17, -0.09], [-0.52, -0.28, -0.09], [0.42, 0.16, 0.07], [-0.13, 0.46, -0.18], [0.67, -0.14, 0.27], [-0.06, -0.17, 0.17], [0.08, -0.28, -0.07], [-0.12, -0.16, 0.14], [-0.08, -0.38, -0.25], [-0.24, 1.00, -0.39], [0.09, -0.24, 0.23], [-0.19, -0.14, -0.01]], "smiles": "Cc1c[nH]c(C)c1", "lumo_energy_ev": 1.00, "spin_multiplicity": 1, "de_lowest_kj_mol": 160.7, "total_charge": 0}

---

Record 4
{"formula": "C6H9N", "method": "wB97M-V/def2-TZVPD", "elements": ["H", "H", "C", "H", "H", "H", "H", "H", "C", "C", "C", "C", "H", "H", "C", "N"], "positions_angstrom": [[-3.177727, -0.963526, -0.740175], [3.146972, 0.418664, -0.333940], [-2.563443, -0.369110, -0.031558], [0.233469, -1.915872, -0.889215], [2.783685, -1.319846, -0.306630], [-1.264039, 1.955221, -0.392581], [2.770341, -0.386479, 1.203364], [-2.609176, 0.739018, 0.322568], [0.080891, -0.907666, -0.520997], [2.530540, -0.355380, 0.135095], [1.089527, -0.080827, -0.067337], [-1.122120, -0.191862, -0.321070], [-2.745331, -0.761929, 0.967677], [1.068067, 1.924596, 0.614883], [-0.780097, 1.096842, 0.057937], [0.558442, 1.118158, 0.301984]], "atomic_forces_ev_per_a": [[-0.04, 1.09, 0.23], [0.04, -0.12, 0.06], [-0.18, 0.59, 0.39], [-0.11, 0.10, 0.30], [0.08, 0.09, 0.07], [-0.31, 0.24, 0.98], [0.08, -0.05, -0.12], [-2.32, -1.44, -1.36], [0.07, -0.18, 0.54], [0.25, -0.09, -0.01], [0.31, -0.11, -0.01], [0.21, 0.48, 0.30], [0.36, -0.72, 0.02], [0.18, -0.07, -0.17], [0.78, 0.10, -0.52], [0.58, 0.09, -0.70]], "smiles": "Cc1c[nH]c(C)c1", "lumo_energy_ev": 0.98, "spin_multiplicity": 1, "de_lowest_kj_mol": 195.6, "total_charge": 0}

---

Record 5
{"formula": "C6H9N", "method": "wB97M-V/def2-TZVPD", "elements": ["H", "C", "H", "H", "H", "C", "H", "H", "C", "H", "N", "H", "C", "C", "H", "C"], "positions_angstrom": [[-3.324863, -0.355166, 0.377019], [-2.513305, -0.363724, -0.353470], [1.172424, 2.016830, 0.497887], [-2.542750, -1.320902, -0.889404], [2.974420, 0.307149, -0.867076], [-1.152846, -0.137275, 0.232648], [3.101029, -0.188354, 0.841479], [2.660759, -1.375230, -0.401132], [2.546245, -0.335185, -0.088638], [0.048738, -1.961154, -0.212045], [0.623665, 1.176040, 0.444649], [-2.570746, 0.405447, -1.103103], [0.019500, -0.907430, 0.039337], [-0.743189, 1.124748, 0.539184], [-1.333120, 2.021949, 0.670630], [1.101985, -0.063415, 0.116869]], "atomic_forces_ev_per_a": [[-0.05, 0.23, -0.22], [0.25, -1.08, 0.37], [0.01, -0.12, 0.14], [-0.06, 0.12, 0.22], [-0.01, -0.09, 0.13], [-0.10, 0.30, -0.15], [0.15, -0.02, -0.11], [0.10, 0.13, 0.04], [0.08, -0.09, 0.08], [0.09, 0.17, -0.04], [0.13, -0.05, 0.16], [-0.85, 0.28, -0.27], [0.22, -0.17, -0.43], [0.09, 0.63, -0.13], [0.13, -0.07, -0.02], [-0.17, -0.18, 0.22]], "smiles": "Cc1c[nH]c(C)c1", "lumo_energy_ev": 1.05, "spin_multiplicity": 1, "de_lowest_kj_mol": 46.3, "total_charge": 0}

---

Record 6
{"formula": "C6H9N", "method": "wB97M-V/def2-TZVPD", "elements": ["H", "H", "C", "H", "C", "C", "H", "H", "C", "H", "H", "H", "H", "C", "N", "C"], "positions_angstrom": [[-3.233669, 0.897511, -0.311740], [1.563892, -0.024283, -2.008027], [-1.584191, -0.146475, -0.009434], [1.529835, -1.765929, -0.397382], [1.822416, 0.299180, -1.027077], [1.074566, -0.778803, -0.096942], [-1.712651, 1.740509, -0.463167], [1.521796, 1.395050, -0.995867], [-0.464318, -0.875278, -0.306247], [2.954306, 0.136926, -0.848039], [0.733049, 0.271410, 1.689908], [1.060304, -1.477955, 2.045085], [-2.439934, 1.364560, 1.148602], [-2.299041, 1.132933, 0.096174], [-1.650980, -1.521370, 0.096361], [1.124619, -0.647987, 1.387791]], "atomic_forces_ev_per_a": [[-1.68, 0.37, -0.76], [0.12, -0.21, -1.05], [1.29, -3.61, 0.14], [-0.53, 0.93, 0.18], [0.28, -0.48, 1.58], [0.72, -1.05, -0.38], [1.22, 2.70, -1.35], [0.35, -1.39, 0.63], [1.90, 2.17, -0.02], [-1.89, 0.59, -0.31], [-0.35, 1.40, 1.01], [-0.11, -0.66, 0.28], [0.22, 0.39, -0.01], [-0.34, -3.16, 1.84], [-1.38, 1.83, 0.28], [0.19, 0.17, -2.07]], "lumo_energy_ev": [0.79, 0.25], "spin_multiplicity": 1, "de_lowest_kj_mol": 614.3, "total_charge": 0}

---

Record 7
{"formula": "C6H9N", "method": "wB97M-V/def2-TZVPD", "elements": ["H", "C", "H", "N", "C", "H", "H", "C", "H", "C", "C", "C", "H", "H", "H", "H"], "positions_angstrom": [[0.917334, -1.817664, -1.211577], [-1.076602, 0.159101, 1.868272], [-2.060828, 0.618831, 2.008499], [-0.520391, 0.597210, 0.604187], [0.192123, -1.178775, -0.683002], [-0.565848, -1.810585, -0.208878], [1.967039, 1.716643, -0.152728], [1.268119, 0.969337, -0.508750], [1.308526, -0.489638, 1.164554], [0.505360, 0.989884, -1.659360], [-0.384910, -0.089655, -1.567946], [0.722380, -0.159303, 0.298708], [-0.437729, 0.465454, 2.712126], [-1.183818, -0.941684, 1.934882], [0.431287, 1.804371, -2.370823], [-1.215602, -0.246644, -2.251807]], "atomic_forces_ev_per_a": [[-0.06, 0.15, 0.10], [-0.18, 0.03, 0.12], [0.16, -0.07, 0.02], [-0.17, -0.17, 0.77], [-0.14, 0.09, -0.02], [0.11, 0.09, -0.09], [-0.12, -0.14, -0.05], [0.26, 0.07, -0.36], [-0.15, 0.05, -0.12], [-0.07, -0.03, 0.13], [0.11, -0.19, -0.74], [0.12, 0.08, 0.17], [-0.06, -0.03, -0.12], [0.05, 0.18, -0.05], [0.02, -0.14, 0.11], [0.12, 0.04, 0.11]], "lumo_energy_ev": [0.20, 0.32], "spin_multiplicity": 1, "de_lowest_kj_mol": 426.8, "total_charge": 0}

---

Record 8
{"formula": "C6H9N", "method": "wB97M-V/def2-TZVPD", "elements": ["C", "N", "H", "C", "H", "C", "C", "H", "C", "H", "C", "H", "H", "H", "H", "H"], "positions_angstrom": [[-1.113564, 0.221413, 0.285735], [-0.040274, -0.623661, 0.187446], [2.570026, -1.503711, 0.441525], [-0.602697, 1.498103, 0.347761], [-2.864669, -1.007220, 0.781913], [-2.439990, -0.400816, -0.025826], [1.135770, 0.066334, 0.101801], [-3.177297, 0.334588, -0.348888], [0.820694, 1.398399, 0.217192], [3.233987, -0.067132, -0.368312], [2.354826, -0.706096, -0.279288], [-2.267794, -1.073694, -0.876584], [-0.119678, -1.627450, 0.193363], [1.520575, 2.222111, 0.143141], [2.186500, -1.184056, -1.254507], [-1.167362, 2.418346, 0.445665]], "atomic_forces_ev_per_a": [[0.05, 0.00, -0.15], [0.03, -0.08, -0.07], [0.06, 0.14, -0.06], [-0.13, -0.09, -0.06], [0.05, 0.19, 0.01], [-0.15, 0.03, 0.03], [0.00, 0.02, -0.03], [0.06, 0.00, 0.18], [0.13, -0.09, -0.01], [-0.09, -0.04, 0.08], [0.15, 0.01, 0.04], [-0.24, 0.10, 0.11], [0.05, 0.10, -0.18], [-0.12, -0.16, 0.09], [0.12, 0.09, 0.16], [0.04, -0.23, -0.14]], "smiles": "Cc1ccc(C)[nH]1", "lumo_energy_ev": 1.01, "spin_multiplicity": 1, "de_lowest_kj_mol": 24.8, "total_charge": 0}

---

Energy per entry: -288.41981; -288.64462; -288.72084; -288.70754; -288.76442; -288.54806; -288.61949; -288.77258 a.u.
Max |F| per entry: 5.81; 3.66; 1.10; 3.05; 1.17; 3.83; 0.81; 0.28 eV Å⁻¹